ORCA calculation (the ωB97M-V functional and the def2-TZVPD basis) on a cluster of 14 separate species, C14H56N28O14 in total.

Positions of all 112 atoms, in Å:
1 C -1.459 8.021 5.514
2 O -0.315 7.964 6.009
3 N -2.487 8.801 5.991
4 N -1.895 7.103 4.635
5 H -2.323 9.404 6.784
6 H -3.416 8.501 5.731
7 H -1.288 6.296 4.611
8 H -2.578 7.515 4.015
9 C 0.164 3.806 -4.071
10 O 1.156 3.229 -4.400
11 N -1.125 3.354 -4.239
12 N 0.076 4.989 -3.493
13 H -1.134 2.355 -4.384
14 H -1.894 3.833 -3.792
15 H -0.836 5.422 -3.490
16 H 0.847 5.621 -3.330
17 C -6.257 1.076 4.006
18 O -6.110 2.228 3.731
19 N -5.356 0.282 4.357
20 N -7.426 0.514 3.912
21 H -5.577 -0.638 4.711
22 H -4.391 0.563 4.455
23 H -8.174 1.109 3.586
24 H -7.531 -0.479 4.062
25 C -4.810 5.783 -0.515
26 O -4.560 6.387 -1.574
27 N -6.014 5.634 -0.081
28 N -3.954 5.358 0.366
29 H -6.811 5.854 -0.661
30 H -6.140 5.160 0.802
31 H -4.426 4.895 1.130
32 H -2.964 5.230 0.216
33 C -6.734 -5.762 1.187
34 O -7.338 -4.971 1.933
35 N -5.444 -5.643 0.919
36 N -7.110 -6.829 0.637
37 H -5.084 -6.210 0.165
38 H -4.967 -4.810 1.232
39 H -8.028 -7.144 0.917
40 H -6.454 -7.390 0.112
41 C 4.253 5.557 0.710
42 O 3.118 5.925 0.420
43 N 5.289 6.079 0.093
44 N 4.675 4.587 1.508
45 H 6.238 5.785 0.274
46 H 4.983 6.822 -0.519
47 H 5.655 4.344 1.504
48 H 4.033 4.046 2.070
49 C 0.028 -5.144 4.316
50 O 0.319 -6.130 4.960
51 N -0.772 -4.212 4.743
52 N 0.377 -5.059 3.064
53 H -1.029 -3.478 4.098
54 H -1.092 -4.380 5.685
55 H -0.173 -4.503 2.425
56 H 0.960 -5.842 2.803
57 C 9.219 -4.013 -0.863
58 O 10.088 -3.150 -0.724
59 N 7.991 -3.843 -0.706
60 N 9.516 -5.247 -1.057
61 H 7.558 -4.512 -0.085
62 H 7.797 -2.852 -0.728
63 H 10.489 -5.502 -0.960
64 H 8.788 -5.764 -0.586
65 C -5.978 -1.769 -3.205
66 O -4.864 -1.482 -3.575
67 N -6.315 -1.628 -1.957
68 N -7.041 -2.183 -3.801
69 H -5.550 -1.304 -1.383
70 H -7.254 -1.727 -1.596
71 H -7.900 -2.415 -3.322
72 H -6.926 -2.244 -4.803
73 C -0.812 -2.413 -7.178
74 O -0.013 -2.886 -7.944
75 N -2.001 -1.889 -7.545
76 N -0.704 -2.592 -5.866
77 H -2.621 -1.862 -6.748
78 H -2.279 -2.108 -8.491
79 H -1.527 -2.350 -5.332
80 H -0.053 -3.346 -5.697
81 C 3.009 -6.808 -3.282
82 O 1.989 -7.001 -3.808
83 N 3.615 -5.629 -3.318
84 N 3.795 -7.834 -2.965
85 H 3.162 -4.826 -3.731
86 H 4.624 -5.583 -3.291
87 H 3.431 -8.776 -2.976
88 H 4.478 -7.600 -2.258
89 C 1.239 1.274 5.882
90 O 0.223 1.360 5.226
91 N 1.746 0.146 6.152
92 N 2.013 2.242 6.276
93 H 1.268 -0.683 5.828
94 H 2.573 0.008 6.714
95 H 2.922 2.010 6.652
96 H 2.094 3.138 5.817
97 C 7.438 1.453 -3.102
98 O 6.688 0.935 -2.261
99 N 8.210 0.793 -3.925
100 N 7.637 2.654 -3.397
101 H 8.423 1.258 -4.796
102 H 8.197 -0.212 -4.021
103 H 8.095 2.823 -4.281
104 H 7.076 3.428 -3.072
105 C 0.855 -0.290 0.196
106 O -0.080 -0.935 0.534
107 N 1.779 -0.830 -0.528
108 N 1.050 1.014 0.527
109 H 1.599 -1.804 -0.723
110 H 2.408 -0.306 -1.119
111 H 1.748 1.602 0.096
112 H 0.388 1.255 1.252

Values from the calculation:
Energy above the lowest of the compared OMol25 structures with the same formula, charge and spin, kJ/mol: 1324.89
Charge: 0
E_LUMO, eV: -0.06

Atom charges from the Löwdin analysis, given in e for atoms 1 to 5: atom 1 (C): -0.6797, atom 2 (O): -0.0061, atom 3 (N): 0.1333, atom 4 (N): 0.1337, atom 5 (H): 0.1045

=====

ORCA calculation (the ωB97M-V functional and the def2-TZVPD basis) on an isolated molecule of C21H26BrNO9.

Positions of all 58 atoms, in Å:
1 C -3.769 1.442 3.103
2 C -2.525 1.782 2.318
3 O -1.927 2.830 2.413
4 N -2.129 0.780 1.486
5 H -2.596 -0.111 1.548
6 C -0.886 0.823 0.766
7 H -0.637 1.881 0.620
8 C -1.020 0.140 -0.604
9 O -1.956 0.832 -1.348
10 C -1.979 0.519 -2.746
11 C -2.021 -0.964 -2.999
12 C -3.141 -1.714 -2.658
13 C -3.139 -3.089 -2.821
14 C -2.016 -3.735 -3.310
15 C -0.906 -2.977 -3.642
16 C -0.896 -1.602 -3.503
17 H -0.025 -1.022 -3.769
18 Br 0.665 -3.852 -4.274
19 H -2.002 -4.807 -3.428
20 H -4.013 -3.666 -2.561
21 H -4.012 -1.214 -2.259
22 H -2.884 1.012 -3.108
23 H -1.099 0.953 -3.232
24 O 0.214 0.137 -1.273
25 C 1.208 -0.613 -0.628
26 C 2.436 -0.615 -1.549
27 H 2.209 -1.173 -2.463
28 H 3.289 -1.058 -1.033
29 O 2.788 0.713 -1.883
30 C 2.231 1.236 -2.990
31 O 1.573 0.606 -3.773
32 C 2.560 2.696 -3.105
33 H 1.770 3.260 -2.613
34 H 3.502 2.908 -2.609
35 H 2.595 2.987 -4.151
36 C 1.528 0.003 0.742
37 C 0.246 0.147 1.569
38 H -0.086 -0.848 1.906
39 O 0.552 0.938 2.705
40 C -0.128 0.715 3.839
41 O -0.899 -0.199 3.986
42 C 0.204 1.762 4.856
43 H -0.077 1.426 5.850
44 H 1.260 2.009 4.806
45 H -0.368 2.652 4.595
46 H 1.993 0.990 0.620
47 O 2.426 -0.858 1.429
48 C 3.449 -0.292 2.107
49 O 3.689 0.880 2.105
50 C 4.219 -1.348 2.850
51 H 4.204 -2.283 2.300
52 H 3.743 -1.505 3.816
53 H 5.238 -1.009 3.014
54 H 0.870 -1.653 -0.475
55 H -1.336 -0.921 -0.450
56 H -3.517 0.678 3.837
57 H -4.124 2.329 3.620
58 H -4.546 1.063 2.446

Values from the calculation:
Energy above the lowest of the compared OMol25 structures with the same formula, charge and spin, kJ/mol: 0.00
Structure (SMILES): CC(=O)N[C@@H]1[C@@H](OCc2cccc(Br)c2)O[C@@H](COC(C)=O)[C@H](OC(C)=O)[C@H]1OC(C)=O
Charge: 0
E_LUMO, eV: 0.55

Atom charges from the Löwdin analysis, given in e for atoms 1 to 5: atom 1 (C): 0.0107, atom 2 (C): -0.5374, atom 3 (O): 0.0708, atom 4 (N): 0.1178, atom 5 (H): 0.1562

=====

ORCA calculation (the ωB97M-V functional and the def2-TZVPD basis) on a structure of composition C19H33N2OPPbSi.

Positions of all 58 atoms, in Å:
1 Pb -0.365 0.546 0.582
2 Si -0.773 -2.352 -1.655
3 P 0.730 1.341 -2.427
4 N -1.533 -1.024 -0.846
5 H 3.573 1.584 0.411
6 C 1.028 3.141 -2.623
7 H 1.310 3.362 -3.662
8 H 1.842 3.444 -1.948
9 H 0.124 3.704 -2.350
10 C 2.099 0.728 -3.492
11 H 2.243 1.437 -4.321
12 H 1.872 -0.268 -3.895
13 H 3.022 0.671 -2.897
14 C -0.676 1.150 -3.601
15 H -0.480 1.749 -4.502
16 H -1.596 1.498 -3.109
17 H -0.800 0.091 -3.864
18 C 1.106 -2.348 -1.654
19 H 1.511 -2.451 -0.639
20 H 1.529 -1.444 -2.115
21 H 1.438 -3.218 -2.248
22 H -1.171 -3.641 -1.039
23 H -1.124 -2.364 -3.102
24 C -2.871 -0.722 -0.936
25 C -4.775 0.693 -0.268
26 C -3.403 0.447 -0.306
27 C -3.788 -1.563 -1.634
28 C -5.162 -1.292 -1.622
29 C -5.662 -0.176 -0.925
30 H -5.159 1.565 0.274
31 H -2.748 1.189 0.173
32 H -3.411 -2.435 -2.180
33 H -5.844 -1.965 -2.155
34 H -6.738 0.014 -0.897
35 C 3.226 0.594 0.764
36 O 1.943 0.135 0.371
37 C 3.263 0.659 2.289
38 H 4.263 0.910 2.653
39 H 2.988 -0.310 2.717
40 H 2.571 1.397 2.709
41 C 4.280 -0.332 0.139
42 H 5.184 0.248 -0.101
43 H 3.945 -0.840 -0.773
44 H 4.541 -1.124 0.848
45 C -0.827 -2.775 6.449
46 C -0.742 -2.063 5.134
47 C -0.024 -2.636 4.079
48 C 0.040 -1.973 2.858
49 N -0.631 -0.812 2.632
50 C -1.280 -0.230 3.677
51 C -1.362 -0.825 4.929
52 H -1.353 -3.735 6.341
53 H 0.177 -2.993 6.841
54 H -1.366 -2.165 7.180
55 H 0.494 -3.591 4.207
56 H 0.638 -2.363 2.028
57 H -1.734 0.749 3.502
58 H -1.902 -0.328 5.741

Values from the calculation:
Energy above the lowest of the compared OMol25 structures with the same formula, charge and spin, kJ/mol: 0.00
Charge: 0
E_LUMO, eV: 0.02

Atom charges from the Löwdin analysis, given in e for atoms 1 to 5: atom 1 (Pb): 1.2983, atom 2 (Si): 0.4362, atom 3 (P): 0.7486, atom 4 (N): -0.2973, atom 5 (H): 0.1135

=====

ORCA calculation (the ωB97M-V functional and the def2-TZVPD basis) on a structure of composition C24H24F5N4PPdSeTe.

Positions of all 61 atoms, in Å:
1 Pd 0.741 -0.172 -1.649
2 C 6.611 -1.968 -0.535
3 C 5.121 -1.795 -0.666
4 C 4.386 -0.907 0.149
5 C 3.170 -0.470 -0.284
6 N 2.554 -1.029 -1.364
7 C 3.107 -2.018 -2.026
8 C 4.409 -2.409 -1.700
9 H 7.122 -1.116 -1.085
10 H 6.940 -2.965 -0.815
11 H 6.814 -1.745 0.531
12 H 4.734 -0.477 1.113
13 H 2.611 0.319 0.148
14 H 2.620 -2.476 -2.868
15 H 4.854 -3.225 -2.294
16 F -0.917 -0.115 7.890
17 C -0.656 -0.598 6.691
18 C 0.359 -1.563 6.451
19 F 1.054 -2.166 7.481
20 C 0.655 -1.916 5.109
21 F 1.509 -2.947 4.859
22 C 0.016 -1.380 4.016
23 Se 0.387 -1.870 2.209
24 C -0.938 -0.404 4.323
25 F -1.573 0.216 3.326
26 C -1.282 0.032 5.608
27 F -2.216 1.003 5.797
28 C -4.160 -1.313 -0.629
29 N -3.893 0.128 -0.875
30 C -4.152 0.394 -2.276
31 N -3.506 -0.459 -3.292
32 C -3.803 -1.863 -2.943
33 N -3.492 -2.248 -1.552
34 C -2.082 -2.293 -1.321
35 P -1.386 -0.564 -1.772
36 C -2.522 0.329 -0.585
37 C -2.045 -0.241 -3.450
38 H -5.243 -1.480 -0.726
39 H -3.902 -1.626 0.362
40 H -3.789 1.373 -2.580
41 H -5.217 0.282 -2.554
42 H -3.393 -2.502 -3.677
43 H -4.905 -1.937 -3.114
44 H -1.680 -2.997 -2.063
45 H -1.888 -2.624 -0.297
46 H -2.311 1.410 -0.541
47 H -2.261 -0.049 0.418
48 H -1.641 -0.948 -4.223
49 H -1.915 0.832 -3.755
50 Te 0.955 1.951 -3.117
51 C 0.694 3.428 -1.665
52 C -0.589 3.938 -1.269
53 C -0.711 4.979 -0.370
54 C 0.463 5.404 0.296
55 C 1.697 4.836 -0.037
56 C 1.831 3.960 -1.074
57 H -1.482 3.517 -1.704
58 H -1.644 5.470 -0.099
59 H 0.404 6.233 0.963
60 H 2.566 5.192 0.482
61 H 2.811 3.653 -1.378

Values from the calculation:
Charge: -2
E_LUMO, eV: 4.38

Atom charges from the Löwdin analysis, given in e for atoms 1 to 5: atom 1 (Pd): -0.0003, atom 2 (C): -0.0770, atom 3 (C): -0.2978, atom 4 (C): -0.0391, atom 5 (C): -0.1511

=====

Look up the charge of the first one.
0

=====

Repeat the fourth record exactly.
ORCA calculation (the ωB97M-V functional and the def2-TZVPD basis) on a structure of composition C24H24F5N4PPdSeTe.

Positions of all 61 atoms, in Å:
1 Pd 0.741 -0.172 -1.649
2 C 6.611 -1.968 -0.535
3 C 5.121 -1.795 -0.666
4 C 4.386 -0.907 0.149
5 C 3.170 -0.470 -0.284
6 N 2.554 -1.029 -1.364
7 C 3.107 -2.018 -2.026
8 C 4.409 -2.409 -1.700
9 H 7.122 -1.116 -1.085
10 H 6.940 -2.965 -0.815
11 H 6.814 -1.745 0.531
12 H 4.734 -0.477 1.113
13 H 2.611 0.319 0.148
14 H 2.620 -2.476 -2.868
15 H 4.854 -3.225 -2.294
16 F -0.917 -0.115 7.890
17 C -0.656 -0.598 6.691
18 C 0.359 -1.563 6.451
19 F 1.054 -2.166 7.481
20 C 0.655 -1.916 5.109
21 F 1.509 -2.947 4.859
22 C 0.016 -1.380 4.016
23 Se 0.387 -1.870 2.209
24 C -0.938 -0.404 4.323
25 F -1.573 0.216 3.326
26 C -1.282 0.032 5.608
27 F -2.216 1.003 5.797
28 C -4.160 -1.313 -0.629
29 N -3.893 0.128 -0.875
30 C -4.152 0.394 -2.276
31 N -3.506 -0.459 -3.292
32 C -3.803 -1.863 -2.943
33 N -3.492 -2.248 -1.552
34 C -2.082 -2.293 -1.321
35 P -1.386 -0.564 -1.772
36 C -2.522 0.329 -0.585
37 C -2.045 -0.241 -3.450
38 H -5.243 -1.480 -0.726
39 H -3.902 -1.626 0.362
40 H -3.789 1.373 -2.580
41 H -5.217 0.282 -2.554
42 H -3.393 -2.502 -3.677
43 H -4.905 -1.937 -3.114
44 H -1.680 -2.997 -2.063
45 H -1.888 -2.624 -0.297
46 H -2.311 1.410 -0.541
47 H -2.261 -0.049 0.418
48 H -1.641 -0.948 -4.223
49 H -1.915 0.832 -3.755
50 Te 0.955 1.951 -3.117
51 C 0.694 3.428 -1.665
52 C -0.589 3.938 -1.269
53 C -0.711 4.979 -0.370
54 C 0.463 5.404 0.296
55 C 1.697 4.836 -0.037
56 C 1.831 3.960 -1.074
57 H -1.482 3.517 -1.704
58 H -1.644 5.470 -0.099
59 H 0.404 6.233 0.963
60 H 2.566 5.192 0.482
61 H 2.811 3.653 -1.378

Values from the calculation:
Charge: -2
E_LUMO, eV: 4.38

Atom charges from the Löwdin analysis, given in e for atoms 1 to 5: atom 1 (Pd): -0.0003, atom 2 (C): -0.0770, atom 3 (C): -0.2978, atom 4 (C): -0.0391, atom 5 (C): -0.1511